1.
The following is a quantum chemistry calculation of a cluster of 2 separate species, C2H6OS in total, from OMol25.

Values from the calculation:
Kohn-Sham gap = 10.50 eV
SMILES = CC=O.S

```
! wB97M-V def2-TZVPD RIJCOSX def2/J DEFGRID3
* xyz 0 1
C 0.5323 -0.0279 -0.5366
C 1.5110 -0.4472 -1.5950
O 2.3240 -1.3225 -1.4600
H 0.2743 1.0269 -0.5926
H 0.8757 -0.2979 0.4597
H -0.3542 -0.6328 -0.7570
H 1.3882 0.0694 -2.5707
S -2.1571 0.8132 1.7824
H -1.3195 0.7182 2.8195
H -3.0747 0.1004 2.4503
*
```

2.
The following is a quantum chemistry calculation of a structure of composition C23H47IN4O4PdSSi2Te, from OMol25.

Values from the calculation:
Kohn-Sham gap (alpha / beta) = 7.37 / 7.37 eV

```
! wB97M-V def2-TZVPD RIJCOSX def2/J DEFGRID3
* xyz 0 1
Pd 0.3657 -0.2143 -0.0681
C 6.6678 -2.5621 -2.2842
C 5.8402 -2.8693 -1.0648
C 5.2272 -4.1106 -0.9093
C 4.4605 -4.3971 0.2095
C 4.2925 -3.4184 1.1802
C 4.9000 -2.1777 1.0537
C 5.6768 -1.9182 -0.0635
S 3.2465 -3.7133 2.5637
O 3.4783 -2.6724 3.5276
O 3.3918 -5.0979 2.9202
N 1.7538 -3.4554 1.9461
C 0.7506 -2.8480 2.8491
C -0.6516 -3.0273 2.2805
C -0.8085 -2.4370 0.8967
O -0.3409 -3.0825 -0.0312
O -1.4088 -1.2938 0.7731
H 6.4687 -3.2714 -3.0871
H 7.7340 -2.6104 -2.0537
H 6.4607 -1.5583 -2.6576
H 5.3607 -4.8701 -1.6715
H 4.0112 -5.3740 0.3338
H 4.7561 -1.4288 1.8202
H 6.1462 -0.9470 -0.1706
H 1.4233 -4.3366 1.5589
H 1.0116 -1.7976 2.9508
H 0.7592 -3.2806 3.8521
H -1.3518 -2.5594 2.9762
H -0.9056 -4.0889 2.2266
C 0.3000 -5.9890 -0.4470
Si 0.1201 -5.0263 -2.0289
C 0.5673 -6.2370 -3.3906
C -1.6131 -4.4677 -2.3746
C 1.4101 -3.6847 -2.2989
Te 2.0693 -1.9217 -1.2537
C 2.4524 -0.9934 -3.1200
Si 1.0623 -0.3328 -4.2028
C 0.3817 -1.7041 -5.2638
C 1.8311 0.9679 -5.2854
C -0.3320 0.4233 -3.2409
H -0.1262 -6.9868 -0.5882
H -0.2201 -5.4992 0.3713
H 1.3522 -6.1287 -0.1805
H -0.1508 -7.0609 -3.4197
H 1.5593 -6.6691 -3.2321
H 0.5653 -5.7615 -4.3754
H -2.2977 -5.3047 -2.2088
H -1.7183 -4.1662 -3.4206
H -1.9071 -3.6422 -1.7299
H 1.2122 -3.3245 -3.3104
H 2.3774 -4.2010 -2.3431
H 2.9848 -1.7706 -3.6773
H 3.1583 -0.1917 -2.9011
H 1.1725 -2.3023 -5.7226
H -0.2318 -1.2901 -6.0681
H -0.2572 -2.3706 -4.6789
H 2.6791 0.5703 -5.8482
H 2.1963 1.7909 -4.6653
H 1.1142 1.3733 -6.0031
H -0.7792 -0.2764 -2.5292
H -1.1105 0.7335 -3.9446
H 0.0012 1.3034 -2.6853
I 2.5701 1.1780 -0.2772
C -2.0372 3.8256 -0.0887
N -1.5092 3.5073 1.2221
C -1.0298 4.6647 1.9646
C -0.8874 2.2861 1.4042
N -0.5685 1.5340 0.3972
N -0.6627 1.9332 2.6980
C 0.1227 0.7489 2.9962
C -1.6680 2.2304 3.7126
H -2.7685 4.6272 0.0107
H -2.5463 2.9634 -0.5162
H -1.2583 4.1666 -0.7841
H -0.4401 5.3168 1.3126
H -0.3981 4.3493 2.7895
H -1.8657 5.2436 2.3622
H -0.6691 2.0273 -0.4794
H 1.0442 0.7333 2.4195
H -0.4444 -0.1627 2.7883
H 0.3814 0.7804 4.0548
H -2.3877 2.9521 3.3417
H -1.1981 2.6278 4.6136
H -2.2021 1.3134 3.9771
*
```

3.
The following is a quantum chemistry calculation of an isolated molecule of C5H7Cl2N, from OMol25.

Values from the calculation:
Kohn-Sham gap = 11.35 eV
SMILES = C[C@](Cl)(CCl)CC#N

```
! wB97M-V def2-TZVPD RIJCOSX def2/J DEFGRID3
* xyz 0 1
C 1.0086 -1.2294 0.6551
C -0.0862 -0.5193 -0.1851
Cl -1.3799 -1.8116 -0.6696
C 0.5418 0.1999 -1.3383
Cl 1.5562 1.5683 -0.7473
C -1.0398 0.6351 0.8556
C -1.6076 1.7159 0.1251
N -2.0151 2.6573 -0.3534
H 1.8628 -0.7268 1.0838
H 0.5777 -1.6687 1.4787
H 1.3721 -2.0772 0.1404
H 1.3390 -0.4054 -1.6766
H -0.0474 0.5102 -2.1546
H -1.8639 0.1101 1.3873
H -0.2181 1.0416 1.3990
*
```

4.
The following is a quantum chemistry calculation of a structure of composition C23H57AlN7O7, from OMol25.

Values from the calculation:
Kohn-Sham gap = 6.80 eV

```
! wB97M-V def2-TZVPD RIJCOSX def2/J DEFGRID3
* xyz -1 1
C -1.4281 1.4377 0.9764
C -0.7033 0.1331 1.2950
O -0.1743 0.1954 2.6445
C 0.3394 -0.2152 0.2516
Al 2.0463 -1.1792 0.7520
C 3.0916 -0.1499 2.1361
C 3.1440 1.3486 1.8328
N 3.7109 1.6367 0.4954
H -2.2115 1.6834 1.6996
H -1.8666 1.3501 -0.0191
H -0.6988 2.2523 0.9139
H -1.4683 -0.6537 1.3191
H -0.0638 1.1222 2.8612
H 0.6582 0.7242 -0.2162
H -0.1576 -0.8128 -0.5231
H 2.9524 -1.2056 -0.6428
H 1.8084 -2.7469 1.1776
H 2.6126 -0.2727 3.1157
H 4.1056 -0.5579 2.2405
H 3.7275 1.9041 2.5820
H 2.1207 1.7424 1.9011
H 3.1000 2.2891 0.0196
H 3.6636 0.7777 -0.0469
C 0.2612 3.5457 -3.8092
C 1.2475 3.1759 -2.7204
O 0.8785 2.7222 -1.6559
N 2.5749 3.3589 -2.9780
C 3.1865 3.8685 -4.1812
H -0.7339 3.2875 -3.4585
H 0.3047 4.6124 -4.0361
H 0.4624 2.9954 -4.7293
H 3.1802 3.0552 -2.2302
H 3.8385 3.1263 -4.6473
H 3.7794 4.7648 -3.9844
H 2.4146 4.1311 -4.8987
C -5.6847 1.0485 -3.8324
C -4.3949 1.4894 -3.1728
O -3.5748 2.1660 -3.7775
N -4.1780 1.0835 -1.8973
C -5.0173 0.2424 -1.0681
H -5.7022 1.4428 -4.8420
H -5.7466 -0.0403 -3.8700
H -6.5578 1.4130 -3.2892
H -3.3140 1.4151 -1.4956
H -5.3346 0.7634 -0.1632
H -4.4977 -0.6653 -0.7584
H -5.9059 -0.0456 -1.6208
C -4.7722 -3.2414 4.3009
C -4.1770 -2.4730 3.1348
O -4.8021 -2.3320 2.0926
N -2.9425 -1.9564 3.3046
C -2.0780 -2.0294 4.4642
H -5.7578 -3.5819 3.9987
H -4.1556 -4.1016 4.5643
H -4.8609 -2.6114 5.1868
H -2.5748 -1.4664 2.5027
H -1.8284 -1.0349 4.8328
H -1.1404 -2.5237 4.2095
H -2.5583 -2.5944 5.2582
C 6.2993 -0.7812 5.0956
C 7.7067 -0.2907 4.8518
O 8.6453 -0.6060 5.5736
N 7.9107 0.5192 3.7800
C 6.9403 1.0011 2.8150
H 6.2991 -1.4107 5.9787
H 5.6034 0.0441 5.2478
H 5.9160 -1.3543 4.2517
H 8.8715 0.8007 3.6702
H 7.1765 0.6704 1.8036
H 6.8864 2.0911 2.8124
H 5.9542 0.6232 3.0570
C 1.7985 -3.5447 4.1460
C 3.0540 -3.4226 4.9800
O 3.5123 -2.3516 5.3356
N 3.6858 -4.5836 5.3311
C 3.3077 -5.9323 4.9830
H 1.4718 -2.5394 3.8953
H 1.9880 -4.0647 3.2081
H 1.0155 -4.0691 4.6989
H 4.5219 -4.4420 5.8747
H 3.1092 -6.5407 5.8692
H 4.0806 -6.4311 4.3938
H 2.4024 -5.9075 4.3846
C -5.4659 3.0196 -8.5071
C -6.0868 1.7272 -8.0244
O -6.7341 1.6752 -6.9947
N -5.8811 0.6111 -8.7764
C -5.1256 0.4856 -10.0019
H -5.7226 3.7907 -7.7880
H -4.3804 2.9359 -8.5681
H -5.8414 3.2990 -9.4925
H -6.3062 -0.2173 -8.3908
H -5.7503 0.1331 -10.8251
H -4.2880 -0.2048 -9.8875
H -4.7215 1.4537 -10.2812
*
```